No. 1
{
  "formula": "C2H14N2O4",
  "method": "ωB97M-V with the def2-TZVPD basis set",
  "species": ["C", "N", "C", "N", "H", "H", "H", "H", "H", "H", "H", "H", "O", "H", "H", "O", "H", "H", "O", "H", "H", "O"],
  "positions_angstrom": [[1.782, -0.346, -1.136], [1.645, 2.000, 0.435], [0.595, 1.513, -0.290], [0.633, 0.537, -1.092], [2.399, -0.144, -2.019], [1.424, -1.374, -1.200], [2.449, -0.283, -0.267], [2.580, 1.688, 0.260], [1.572, 2.817, 1.014], [-0.350, 2.029, -0.136], [-1.056, -0.463, 1.628], [0.338, 0.124, 2.010], [-0.306, -0.557, 2.225], [-0.043, -4.027, 0.323], [0.029, -2.659, 1.052], [-0.142, -3.080, 0.189], [-3.368, 2.043, -0.233], [-2.334, 0.932, -0.134], [-2.553, 1.819, 0.230], [-2.395, -1.214, -1.234], [-1.031, -0.604, -1.055], [-1.868, -0.752, -0.570]],
  "total_energy_ha": -495.06795,
  "orbital_gap_ev": 9.95,
  "lumo_energy_ev": 0.72,
  "smiles": "C/N=C\\N.O.O.O.O",
  "max_force_ha_per_bohr": 0.02090
}

---

No. 2
{
  "formula": "C4H13NO",
  "method": "ωB97M-V with the def2-TZVPD basis set",
  "species": ["C", "C", "N", "H", "H", "H", "H", "H", "H", "H", "H", "C", "O", "C", "H", "H", "H", "H", "H"],
  "positions_angstrom": [[0.032, -0.165, -2.406], [0.613, -1.405, -1.715], [-1.266, 5.118, 1.848], [-1.013, -0.512, -2.637], [0.240, 0.606, -1.714], [0.448, 0.176, -3.389], [1.717, -1.342, -1.442], [0.651, -2.223, -2.381], [-1.457, 5.966, 2.429], [-0.670, 5.454, 1.067], [-2.130, 4.811, 1.343], [-0.034, -1.441, 0.776], [-0.084, -1.806, -0.605], [0.763, -2.594, 1.503], [-1.074, -1.461, 1.153], [0.453, -0.368, 1.050], [0.508, -2.711, 2.639], [1.881, -2.592, 1.432], [0.421, -3.510, 1.049]],
  "total_energy_ha": -290.12416,
  "orbital_gap_ev": 10.51,
  "lumo_energy_ev": 0.97,
  "smiles": "CCOCC.N",
  "max_force_ha_per_bohr": 0.06741
}

---

No. 3
{
  "formula": "CH8NO",
  "method": "ωB97M-V with the def2-TZVPD basis set",
  "species": ["N", "H", "H", "H", "H", "C", "O", "H", "H", "H", "H"],
  "positions_angstrom": [[-1.916, 0.440, -0.423], [-2.573, 0.722, -1.154], [-1.149, 1.129, -0.471], [-1.425, -0.413, -0.709], [-2.380, 0.444, 0.481], [1.536, -0.051, 0.769], [0.583, -0.452, -0.250], [1.050, -0.249, 1.716], [1.712, 1.017, 0.697], [2.442, -0.631, 0.675], [1.085, -0.808, -1.000]],
  "total_energy_ha": -172.62318,
  "orbital_gap_ev": 11.08,
  "lumo_energy_ev": -4.03,
  "total_charge": 1,
  "max_force_ha_per_bohr": 0.03482
}

---

No. 4
{
  "formula": "C33H19F4N12O2Ti",
  "method": "ωB97M-V with the def2-TZVPD basis set",
  "species": ["Ti", "C", "N", "C", "N", "C", "N", "C", "C", "C", "C", "C", "C", "C", "N", "N", "C", "O", "C", "C", "C", "C", "C", "C", "N", "C", "N", "C", "N", "C", "H", "H", "H", "H", "H", "H", "H", "H", "H", "H", "H", "H", "H", "H", "H", "H", "F", "C", "C", "F", "C", "C", "C", "F", "C", "C", "C", "N", "C", "N", "F", "C", "C", "N", "C", "N", "C", "O", "H", "H", "H"],
  "positions_angstrom": [[0.272, 2.115, -1.354], [0.110, 1.292, 4.155], [-0.110, 1.831, 2.782], [0.126, 1.274, 1.618], [-0.210, 2.155, 0.642], [-0.651, 3.264, 1.348], [-0.604, 3.081, 2.627], [0.234, -0.204, 4.136], [1.312, -0.843, 4.736], [1.374, -2.234, 4.742], [0.396, -2.988, 4.114], [-0.672, -2.343, 3.491], [-0.764, -0.959, 3.536], [-1.681, -3.079, 2.733], [-1.888, -4.339, 2.609], [-2.922, -4.477, 1.688], [-3.256, -3.289, 1.332], [-2.504, -2.336, 1.947], [-4.217, -2.822, 0.335], [-5.031, -3.706, -0.370], [-5.879, -3.217, -1.351], [-5.909, -1.859, -1.653], [-5.106, -0.980, -0.941], [-5.088, 0.498, -1.239], [-3.730, 0.899, -1.686], [-2.740, 1.397, -0.994], [-1.638, 1.483, -1.787], [-2.106, 0.993, -3.009], [-3.344, 0.635, -2.959], [-4.276, -1.462, 0.059], [-0.743, 1.645, 4.734], [1.008, 1.775, 4.539], [0.502, 0.269, 1.495], [-1.011, 4.172, 0.892], [2.090, -0.267, 5.221], [2.200, -2.729, 5.234], [0.449, -4.068, 4.095], [-1.635, -0.476, 3.107], [-4.990, -4.763, -0.147], [-6.516, -3.900, -1.896], [-6.563, -1.495, -2.436], [-5.320, 1.109, -0.367], [-5.760, 0.766, -2.051], [-2.808, 1.686, 0.041], [-1.515, 0.924, -3.904], [-3.664, -0.781, 0.639], [5.412, 0.289, -4.670], [4.917, 0.168, -3.460], [5.692, -0.350, -2.474], [6.909, -0.711, -2.766], [5.238, -0.503, -1.104], [3.869, -0.094, -0.882], [3.138, 0.419, -1.886], [1.775, 0.675, -1.535], [3.570, 0.620, -3.239], [2.810, 1.205, -4.243], [1.537, 1.690, -3.890], [0.527, 2.053, -3.459], [3.201, 1.417, -5.600], [3.494, 1.652, -6.685], [3.306, -0.233, 0.297], [6.027, -0.994, -0.095], [7.370, -1.430, -0.282], [8.442, -1.826, -0.413], [5.562, -1.102, 1.253], [5.188, -1.188, 2.336], [1.377, 5.012, -1.555], [1.051, 3.611, -1.318], [2.452, 5.065, -1.704], [1.079, 5.572, -0.671], [0.833, 5.339, -2.438]],
  "total_energy_ha": -3324.31829,
  "orbital_gap_ev": 3.14,
  "lumo_energy_ev": -12.12,
  "total_charge": 3,
  "max_force_ha_per_bohr": 0.01174
}

---

No. 5
{
  "formula": "C3H9N2O",
  "method": "ωB97M-V with the def2-TZVPD basis set",
  "species": ["C", "N", "C", "O", "C", "N", "H", "H", "H", "H", "H", "H", "H", "H", "H"],
  "positions_angstrom": [[0.082, -0.180, -0.955], [0.684, -0.890, 0.146], [1.488, 0.037, 1.108], [2.507, 0.637, 0.531], [-1.066, 0.717, -0.509], [-2.140, 0.025, 0.197], [0.799, 0.439, -1.517], [-0.263, -0.907, -1.697], [1.485, -1.422, -0.171], [0.731, 0.728, 1.543], [1.759, -0.700, 1.901], [-0.623, 1.470, 0.134], [-1.425, 1.239, -1.380], [-2.330, -0.818, -0.345], [-1.688, -0.375, 1.016]],
  "total_energy_ha": -304.43712,
  "orbital_gap_ev": 6.96,
  "lumo_energy_ev": 4.39,
  "smiles": "NCCNC[O-]",
  "total_charge": -1,
  "max_force_ha_per_bohr": 0.02379
}

---

No. 6
{
  "formula": "C4H8O3",
  "method": "ωB97M-V with the def2-TZVPD basis set",
  "species": ["C", "C", "O", "C", "O", "C", "O", "H", "H", "H", "H", "H", "H", "H", "H"],
  "positions_angstrom": [[-0.263, 0.328, -1.524], [-0.872, -0.266, -0.258], [-1.291, -1.598, -0.456], [0.094, -0.238, 0.938], [1.163, -1.114, 0.699], [0.611, 1.149, 1.223], [1.798, 1.375, 1.306], [-0.968, 0.218, -2.352], [-0.038, 1.395, -1.404], [0.665, -0.192, -1.784], [-1.773, 0.298, 0.015], [-0.485, -2.134, -0.438], [-0.473, -0.570, 1.824], [1.975, -0.599, 0.856], [-0.143, 1.949, 1.355]],
  "total_energy_ha": -382.91607,
  "orbital_gap_ev": 11.13,
  "lumo_energy_ev": 0.74,
  "smiles": "C[C@@H](O)[C@@H](O)C=O",
  "max_force_ha_per_bohr": 0.01047
}

---

No. 7
{
  "formula": "C3H6N2O2",
  "method": "ωB97M-V with the def2-TZVPD basis set",
  "species": ["C", "C", "N", "O", "O", "C", "N", "H", "H", "H", "H", "H", "H"],
  "positions_angstrom": [[-0.388, 0.319, 0.164], [0.509, 0.737, 1.299], [-0.657, -0.931, -0.181], [-0.034, -1.922, 0.499], [1.152, -0.379, -1.851], [-1.591, 1.037, -0.117], [-2.664, 1.400, -0.315], [-0.356, -2.736, 0.085], [1.261, -0.471, -2.804], [0.563, 0.460, -1.528], [0.572, 1.821, 1.352], [1.496, 0.303, 1.144], [0.136, 0.361, 2.255]],
  "total_energy_ha": -377.78209,
  "orbital_gap_ev": 9.83,
  "lumo_energy_ev": -0.11,
  "smiles": "C/C(C#N)=N\\O.O",
  "max_force_ha_per_bohr": 0.08639
}

---

No. 8
{
  "formula": "C5H15N2",
  "method": "ωB97M-V with the def2-TZVPD basis set",
  "species": ["N", "C", "C", "N", "C", "C", "C", "H", "H", "H", "H", "H", "H", "H", "H", "H", "H", "H", "H", "H", "H", "H"],
  "positions_angstrom": [[1.863, 0.277, 1.818], [1.504, 1.343, 0.802], [1.061, 0.711, -0.508], [-0.073, -0.282, -0.358], [-1.334, 0.434, 0.102], [-2.495, -0.615, 0.267], [-0.085, -1.228, -1.515], [0.235, -0.901, 0.397], [1.468, -0.623, 1.672], [2.816, 0.453, 2.069], [2.488, 1.799, 0.646], [0.803, 2.136, 1.055], [0.840, 1.482, -1.258], [1.854, 0.097, -0.989], [-1.190, 1.008, 1.022], [-1.552, 1.136, -0.703], [-2.958, -0.657, 1.255], [-1.910, -1.532, 0.178], [-3.202, -0.593, -0.593], [-0.401, -0.732, -2.421], [0.950, -1.590, -1.614], [-0.683, -2.124, -1.323]],
  "total_energy_ha": -308.72862,
  "orbital_gap_ev": 10.34,
  "lumo_energy_ev": -2.98,
  "smiles": "CC[N@@H+](C)CCN",
  "total_charge": 1,
  "max_force_ha_per_bohr": 0.06762
}

---

The evaluated ΔE to the lowest compared entry with this formula, charge and spin for the records listed, in turn: 8.8, 45.7, 16.8, 28.3, 18.1, 30.6, 111.2, 40.2 kcal/mol.